Entry a
Computed, not measured: a 5-piece molecular cluster, H9O5 overall, with ωB97M-V/def2-TZVPD.

CARTESIAN COORDINATES (ANGSTROEM)
O1 -0.90 2.52 1.54
H1 -1.06 2.17 0.66
O2 3.50 0.37 0.19
H2 2.93 0.34 -0.58
H3 2.79 0.06 0.79
O3 0.30 -0.43 0.54
H4 -0.06 -1.16 1.05
H5 0.02 2.28 1.71
O4 -0.04 -1.71 -1.97
H6 -0.93 -1.48 -2.25
H7 0.10 -1.22 -1.13
O5 -2.37 -0.68 -0.55
H8 -2.83 -0.59 0.28
H9 -1.44 -0.49 -0.27

The highest occupied orbital energy comes out at -4.5 eV. Its spin multiplicity is 1. As for the total charge: -1.

=====

Entry b
Computed, not measured: a 5-piece molecular cluster, H9O5 overall, with ωB97M-V/def2-TZVPD.

CARTESIAN COORDINATES (ANGSTROEM)
O1 1.05 -0.91 -1.71
H1 1.55 -1.44 -2.34
O2 0.14 0.71 -3.45
H2 -0.10 0.15 -4.19
H3 0.41 0.00 -2.70
O3 1.99 0.84 -0.03
H4 1.79 1.70 -0.41
H5 1.79 0.22 -0.80
O4 0.79 -1.67 1.53
H6 0.50 -2.00 0.66
H7 1.34 -0.94 1.23
O5 -3.98 1.42 4.19
H8 -3.65 1.21 3.30
H9 -3.61 0.70 4.72

The highest occupied orbital energy comes out at -4.7 eV. Its spin multiplicity is 1. As for the total charge: -1.

=====

It is entry b that is the most stable of them.

=====

Entry a
Computed, not measured: C4HNO2 in the gas phase, with ωB97M-V/def2-TZVPD.

CARTESIAN COORDINATES (ANGSTROEM)
C1 -1.45 -0.14 0.00
C2 -0.32 -0.94 0.01
C3 0.65 0.18 0.01
C4 1.88 -0.31 0.00
N1 0.09 1.40 0.00
O1 2.84 -0.93 -0.01
O2 -1.21 1.18 -0.01
H1 -2.49 -0.44 0.00

The highest occupied orbital energy comes out at -9.0 eV. Its spin multiplicity is 1.

=====

Entry b
Computed, not measured: C4HNO2 in the gas phase, with ωB97M-V/def2-TZVPD.

CARTESIAN COORDINATES (ANGSTROEM)
C1 -0.99 1.28 0.11
C2 -1.24 -0.14 0.22
C3 0.73 -1.04 -0.43
C4 1.84 -0.46 -0.05
N1 -0.59 2.36 -0.15
O1 -0.50 -1.11 -0.12
O2 3.03 -0.30 0.05
H1 -2.29 -0.59 0.38

The highest occupied orbital energy (spin up / spin down) comes out at -9.7 / -9.3 eV. Its spin multiplicity is 1.

=====

It is entry a that is the most stable of them.